A 2-piece molecular cluster, C22H19F3N2O2S overall, computed with wB97M-V/def2-TZVPD.

Structure (XYZ):
```
49
Properties=species:S:1:pos:R:3:nbo_charge:R:1
F -0.986 7.256 -6.201 -0.3200
C -0.648 6.056 -5.636 0.8166
F 0.185 5.397 -6.482 -0.3149
F 0.024 6.293 -4.477 -0.3165
S -2.168 5.124 -5.347 0.4577
N -1.382 3.721 -4.731 -0.6462
C -1.249 3.488 -3.335 0.6776
O -1.634 4.223 -2.448 -0.5170
C -0.560 2.173 -3.275 -0.0792
C -0.398 1.667 -4.548 -0.1572
C 0.213 0.436 -4.758 -0.1514
C 0.673 -0.274 -3.636 -0.1926
C 0.505 0.247 -2.339 -0.1908
C -0.127 1.486 -2.149 -0.1699
C -0.976 2.623 -5.536 0.6828
O -1.107 2.539 -6.744 -0.5142
H 0.319 0.073 -5.777 0.2371
H 1.167 -1.236 -3.763 0.2248
H 0.872 -0.308 -1.478 0.2317
H -0.287 1.936 -1.173 0.2379
C 0.808 -0.067 5.700 -0.4105
C 1.364 1.046 4.804 -0.4118
C 1.446 0.479 3.381 -0.2029
N 0.722 -0.784 3.423 -0.4219
C 0.556 -1.529 2.306 0.2118
C 1.205 -1.381 1.088 -0.3404
C 1.069 -2.625 0.256 -0.4545
C -0.022 -3.385 1.017 0.0996
C -0.325 -2.722 2.208 -0.1009
C -1.383 -3.146 3.020 -0.2011
C -2.063 -4.325 2.687 -0.2169
C -1.689 -5.044 1.539 -0.2135
C -0.661 -4.572 0.699 -0.2376
C 0.483 -1.260 4.785 -0.1958
H 1.520 -0.370 6.471 0.2138
H -0.116 0.259 6.185 0.2117
H 0.682 1.899 4.802 0.2116
H 2.346 1.380 5.141 0.2147
H 0.994 1.159 2.642 0.1990
H 2.495 0.317 3.080 0.1804
H 1.863 -0.548 0.857 0.2088
H 0.814 -2.444 -0.794 0.2077
H 2.013 -3.202 0.256 0.2273
H -1.692 -2.564 3.884 0.2066
H -2.873 -4.682 3.327 0.2153
H -2.204 -5.969 1.293 0.2134
H -0.356 -5.134 -0.181 0.2123
H 1.124 -2.133 5.018 0.1845
H -0.557 -1.572 4.937 0.1928
```

LUMO energy   -0.701 eV
ΔE to the lowest compared entry with this formula, charge and spin   0.0 kcal per mole
Highest occupied orbital energy   -0.2742 Ha
Charge   0
SMILES   O=C1c2ccccc2C(=O)N1SC(F)(F)F.C1=C(N2CCCC2)c2ccccc2C1